Record 1
# C4H9FS

The molecule C4H9FS at a distorted geometry (wB97M-V/def2-TZVPD, the Open Molecules 2025 dataset).

The geometry in XYZ format:
```
15
Properties=species:S:1:pos:R:3:forces:R:3
C 0.759589 -0.668617 1.474941 0.1405 0.3125 -0.9443
C 0.442616 -0.144958 0.018960 -1.5050 -2.4645 0.8371
C 1.624658 -0.457996 -0.837513 2.5013 0.1589 -1.5706
S -0.099375 1.519082 -0.038519 -1.5202 1.9733 1.1629
C -0.672202 -0.926079 -0.658546 -1.5478 3.4785 -0.6063
F -1.940438 -0.687967 0.011724 1.5795 -0.8527 -1.1102
H 1.238627 0.170237 1.981022 0.4650 -0.3397 0.0645
H -0.102785 -0.909250 2.098052 -0.2088 -0.1093 -0.4283
H 1.422630 -1.553739 1.351871 -0.4092 0.6133 0.5300
H 2.049684 -1.539924 -0.752676 -1.1131 1.8713 -0.0703
H 2.428301 0.217462 -0.537971 0.3685 -0.2307 0.2939
H 1.551172 -0.169669 -1.930414 -0.5022 -0.6016 1.0726
H -1.343216 1.370850 0.714666 2.1399 0.0363 -1.2632
H -0.399348 -1.896095 -0.641773 0.0850 -3.6952 0.4156
H -0.719084 -0.617586 -1.759041 -0.4735 -0.1506 1.6165
```
Positions in Å, forces in eV/Å.

Results
HOMO energy	-9.05	eV
spin multiplicity	1
structure (SMILES)	CC(C)(S)CF
calculated total energy	-17845.705	eV
Kohn-Sham gap	0.3601	Eh
relative energy (zero: lowest compared OMol25 entry of this formula, charge and spin)	121.2	kJ/mol

Record 2
# C42H102N2O10

A cluster of 10 separate species, C42H102N2O10 in total at a distorted geometry (wB97M-V/def2-TZVPD, the Open Molecules 2025 dataset).

The geometry in XYZ format:
```
156
Properties=species:S:1:pos:R:3:forces:R:3
C -1.119426 2.724664 1.279318 0.3400 -0.6220 -0.3504
C -0.490420 1.552609 0.532661 0.2381 -0.4445 -0.0527
C 1.036939 1.575638 0.705097 -0.0143 0.2413 -0.7969
C -1.022780 0.263513 1.167223 0.8897 -0.2828 1.3062
C -0.789876 -0.977198 0.346051 -0.2035 -0.5131 -0.7817
C -1.334702 -0.782060 -1.076663 0.2959 -0.2171 1.1681
C -0.705186 0.419691 -1.763405 0.0928 -0.6648 -0.9327
C 0.726285 0.088777 -2.231220 0.3793 0.6767 -0.0027
C -1.477850 0.665163 -3.063916 -0.7027 0.2220 0.0249
N -0.884178 1.559660 -0.880440 -1.6253 0.2379 0.1277
O -0.641655 2.800111 -1.528614 0.6014 -0.1272 0.2230
H -0.868360 3.654684 0.774424 -0.0752 0.2068 0.3509
H -2.195560 2.576401 1.355647 -0.0469 0.2858 -0.0713
H -0.677026 2.664409 2.273512 -0.1642 0.4500 0.1168
H 1.327907 1.743497 1.739830 0.0515 -0.0150 0.0101
H 1.464935 0.648263 0.331551 0.0885 -0.1287 0.3539
H 1.455486 2.350174 0.055157 -0.0004 0.1741 0.2574
H -0.431957 0.160224 2.091378 -0.0848 -0.0337 -0.0329
H -2.037325 0.314159 1.571892 -0.2636 0.2539 -0.6670
H 0.265300 -1.265364 0.305524 0.0321 0.1698 0.0557
H -1.312526 -1.834310 0.777667 0.0495 0.0944 0.1948
H -2.408563 -0.629143 -0.937433 -0.0358 -0.0072 -0.4020
H -1.151260 -1.691977 -1.650422 -0.1772 0.1105 -0.2067
H 1.468594 -0.063678 -1.450784 -0.1294 -0.0732 0.0882
H 1.071241 0.927484 -2.846742 0.1205 -0.0627 0.0610
H 0.732989 -0.791936 -2.872734 -0.1726 -0.0544 0.0442
H -1.279676 1.667106 -3.434828 0.1421 -0.0818 -0.2267
H -2.558539 0.583027 -2.915341 0.0730 0.1627 0.1666
H -1.251743 -0.078467 -3.827984 0.2869 0.0198 0.0519
H -1.449744 3.298309 -1.359025 -0.0444 0.0188 -0.0974
C 2.030863 -4.407974 -5.072561 -0.2676 0.5325 0.5849
C 3.282570 -3.773123 -5.694023 0.1143 -0.4278 0.0357
C 3.865325 -4.736980 -6.717004 -0.5985 -1.2560 0.1961
C 2.897096 -2.474379 -6.387059 -0.9097 0.3900 0.1602
C 2.662394 -1.313905 -5.426497 0.3176 0.3863 -0.0750
C 3.819278 -1.090681 -4.468412 0.2404 -0.2687 -0.2435
C 4.316792 -2.369968 -3.777773 -0.8331 -0.0841 1.1569
C 5.742908 -2.149450 -3.289273 0.7930 -0.9299 -1.1376
C 3.403687 -2.609826 -2.554881 -0.1863 -0.9148 0.5106
N 4.308580 -3.510575 -4.688069 0.9804 0.6775 -1.1320
O 4.702017 -4.720233 -4.065047 -0.2671 0.2149 0.4028
H 1.530217 -3.634776 -4.481147 -0.1079 -0.1249 0.0458
H 1.301043 -4.754470 -5.804326 0.1767 -0.1091 -0.1435
H 2.286693 -5.208737 -4.379434 0.0652 -0.1271 -0.1659
H 3.069081 -5.012305 -7.417913 0.2768 0.4656 -0.3904
H 4.787801 -4.421468 -7.196935 -0.1401 0.3413 -0.1298
H 4.062506 -5.706100 -6.247242 0.2191 0.1973 0.1948
H 3.574533 -2.192351 -7.194326 0.3491 -0.0619 0.2384
H 1.922960 -2.622112 -6.867363 0.1773 -0.3139 -0.2091
H 2.544371 -0.413767 -6.035954 -0.1542 0.0653 0.1386
H 1.738124 -1.416059 -4.854385 -0.0855 -0.2531 -0.1224
H 3.496306 -0.433459 -3.660298 0.1862 0.2507 -0.0936
H 4.642576 -0.614348 -5.008763 0.0482 -0.0282 0.0566
H 6.140485 -3.067045 -2.845187 -0.2545 0.2470 0.6628
H 5.882397 -1.288951 -2.643725 -0.1399 0.0090 0.1270
H 6.386833 -2.072975 -4.178476 -0.1395 0.5164 0.0775
H 3.766986 -2.150762 -1.631442 -0.1230 0.5919 -0.2750
H 3.357007 -3.663917 -2.255421 0.1664 -0.0565 -0.4331
H 2.372825 -2.327016 -2.768495 0.0235 0.2216 0.1630
H 5.662667 -4.680454 -4.094181 0.0240 -0.1730 -0.1461
C 4.264473 2.258536 -2.582327 -0.1434 -0.4901 0.4033
C 5.102043 2.956558 -1.505449 -0.2661 0.7960 -1.6440
C 4.241561 3.692255 -0.497083 0.5889 0.0731 -0.0062
O 5.938239 2.021028 -0.855984 0.0552 -0.4295 0.2209
H 3.595693 2.925647 -3.127987 0.0600 0.2679 0.2334
H 3.637513 1.494266 -2.108232 0.0983 -0.0940 -0.1751
H 4.917870 1.805677 -3.329628 -0.0041 -0.2102 0.1459
H 5.700581 3.653902 -2.112595 0.1863 0.1681 0.5501
H 3.471640 4.297813 -0.972750 -0.2448 -0.3037 -0.0540
H 4.847923 4.401923 0.069706 0.0418 -0.2366 0.2407
H 3.845170 2.917131 0.159087 -0.3323 0.3081 0.1586
H 6.860718 2.274719 -0.920517 -0.0560 0.1248 -0.0477
C -1.662786 -4.283116 2.744612 -0.6861 -0.8505 0.4495
C -2.337609 -3.658712 3.947240 0.9219 1.3287 0.4024
C -1.933388 -4.313812 5.259448 -0.5895 -1.0403 -0.3414
O -1.865940 -2.275168 3.979360 -0.0976 -0.0468 -0.1585
H -0.674995 -4.629529 3.049863 0.1172 0.0464 -0.2776
H -1.608297 -3.651725 1.864916 -0.0148 0.2532 0.1211
H -2.278300 -5.151017 2.487842 0.3473 -0.1358 -0.1927
H -3.427047 -3.635517 3.882267 -0.0063 -0.1198 -0.3091
H -2.035002 -5.404641 5.179681 -0.1207 0.0964 -0.0557
H -2.627489 -4.015653 6.044727 0.3463 0.2066 0.2494
H -0.887484 -4.149806 5.505044 -0.0546 0.3982 0.0849
H -2.375968 -1.770102 4.620479 -0.0794 -0.0807 0.0708
C -5.134977 2.559474 -2.574463 0.8716 0.3056 0.4608
C -5.039987 1.708348 -1.305263 -1.1873 0.0126 -0.4236
C -5.110563 0.217718 -1.561673 0.4033 -0.4823 0.2826
O -3.964623 2.123529 -0.484838 0.0362 -0.0589 0.0363
H -5.901407 2.227121 -3.268763 -0.1339 0.0148 0.0609
H -4.166015 2.582918 -3.084677 -0.0828 -0.2211 -0.1093
H -5.305680 3.590259 -2.251936 -0.2404 -0.0101 -0.2357
H -5.953885 1.908594 -0.732971 0.1695 0.2483 0.1561
H -5.217962 -0.308273 -0.608735 0.0207 -0.0038 -0.0456
H -4.224969 -0.193139 -2.049874 -0.0227 0.1312 -0.0965
H -5.972728 -0.038406 -2.176235 -0.0504 0.1264 -0.0215
H -3.149576 1.656105 -0.730065 0.2302 0.0521 -0.0265
C -3.976561 6.447696 -0.671633 -0.1955 -0.0822 -0.1013
C -4.453577 6.035074 0.716794 0.5120 -0.8590 -0.6147
C -5.956597 5.974094 0.781653 -1.1419 0.3152 -0.1350
O -3.908743 4.752181 1.046364 0.1315 0.1200 0.2766
H -4.211224 7.495949 -0.864329 0.2787 0.0562 0.0202
H -4.478825 5.881696 -1.464083 -0.0665 -0.1369 0.1626
H -2.911472 6.232659 -0.753341 0.0640 0.3338 -0.0348
H -3.971250 6.686825 1.444524 -0.4232 0.2237 0.1420
H -6.376509 5.897121 1.785155 0.2588 -0.0556 0.0781
H -6.341239 5.119438 0.212393 0.3509 -0.1753 0.1003
H -6.463577 6.813263 0.289558 0.3483 0.2334 0.1985
H -4.154635 4.097173 0.381412 -0.0250 -0.1389 -0.0902
C 0.114186 -5.265554 -1.066343 -0.4705 -1.3435 0.2267
C -1.382015 -4.992601 -1.262182 0.2487 1.2722 -0.3264
C -1.644713 -4.397917 -2.642279 -0.3513 0.3404 -0.2350
O -2.258099 -6.069021 -0.984867 0.2957 -0.0922 0.1122
H 0.583533 -4.449947 -0.523906 0.2201 0.0812 -0.2022
H 0.634751 -5.509809 -1.993100 0.0618 0.2887 -0.0775
H 0.178488 -6.169905 -0.449494 0.2106 0.2070 0.1645
H -1.587104 -4.210763 -0.525509 -0.5513 -0.2081 0.0621
H -2.607138 -3.887425 -2.744561 -0.0696 -0.1407 0.3837
H -1.659242 -5.161553 -3.425856 0.3957 -0.0471 0.0678
H -0.893288 -3.635213 -2.862513 0.1387 -0.2093 -0.1670
H -1.995294 -6.802928 -1.550118 -0.0814 -0.0807 -0.0171
C -4.527170 2.167050 4.070179 -0.5169 -0.6540 -0.0159
C -3.744933 2.986266 5.069347 -0.3600 -0.0763 0.0033
C -2.830653 3.990278 4.386929 0.2796 -0.1678 -0.4478
O -4.722243 3.634674 5.899889 0.0168 0.0378 -0.0627
H -4.992116 2.751083 3.274888 0.1866 0.2350 0.0531
H -5.335052 1.639183 4.586781 0.0591 0.0524 0.0378
H -3.907125 1.392337 3.611262 0.1505 0.1731 -0.0639
H -3.191177 2.288688 5.707964 0.2111 0.0864 -0.0629
H -1.850132 4.071853 4.858255 -0.1857 0.3423 0.2936
H -3.358602 4.941650 4.308735 0.2130 0.1344 0.1600
H -2.618447 3.708205 3.353581 -0.1416 -0.1179 0.0562
H -4.309058 4.378099 6.346908 0.0862 -0.0081 0.0350
C 3.406708 2.111770 5.105924 0.1808 0.0614 -0.1497
C 2.510792 3.310793 5.406309 -0.6735 -1.1808 0.3247
C 1.458311 3.478735 4.329098 -0.0824 0.6648 -0.6061
O 1.860651 3.033047 6.670593 0.2204 0.5299 -0.2416
H 2.856368 1.189135 5.306944 -0.1343 0.1006 0.0453
H 4.283400 2.113982 5.752751 0.0795 -0.0189 -0.1085
H 3.697263 2.053373 4.053940 0.2106 0.2128 0.0504
H 3.073438 4.229322 5.547376 0.0580 0.0356 0.0880
H 0.640870 4.119484 4.666597 -0.0193 -0.1636 0.1645
H 1.062496 2.522774 3.977132 -0.0574 -0.0879 0.2683
H 1.852152 3.987576 3.441896 0.1983 -0.1442 0.0510
H 1.260039 2.300291 6.497740 -0.0238 -0.0737 0.0897
C 1.946774 -2.753366 5.171270 0.5434 -0.0399 0.3794
C 1.911279 -1.535068 4.277832 -0.2411 -0.6187 -1.0830
C 1.835579 -1.928964 2.789995 -0.0973 0.4378 0.6777
O 0.771370 -0.743517 4.564063 0.2009 0.5320 0.3312
H 1.153606 -3.457090 4.914528 -0.0373 0.0258 -0.0104
H 1.846870 -2.455225 6.216276 -0.1395 -0.0162 -0.0092
H 2.909173 -3.266931 5.090712 -0.0939 -0.0708 -0.1243
H 2.818243 -0.940478 4.394289 -0.1975 0.2551 0.3857
H 1.877673 -1.005546 2.211052 0.1640 -0.1187 -0.2029
H 0.843831 -2.359246 2.626346 0.1592 -0.3124 -0.1834
H 2.643413 -2.610343 2.523051 -0.1203 -0.0308 -0.2030
H 0.001529 -1.304603 4.401835 -0.2091 -0.0375 -0.0555
```
Positions in Å, forces in eV/Å.

Results
HOMO energy	-8.16	eV
spin multiplicity	1
structure (SMILES)	CC1(C)CCCC(C)(C)N1O.CC1(C)CCCC(C)(C)N1O.CC(C)O.CC(C)O.CC(C)O.CC(C)O.CC(C)O.CC(C)O.CC(C)O.CC(C)O
calculated total energy	-68660.720	eV
Kohn-Sham gap	0.3195	Eh
relative energy (zero: lowest compared OMol25 entry of this formula, charge and spin)	121.2	kJ/mol

Record 3
# C17H23Cl5NO2P2Tc

A structure of composition C17H23Cl5NO2P2Tc at a distorted geometry (wB97M-V/def2-TZVPD, the Open Molecules 2025 dataset).

The geometry in XYZ format:
```
51
Properties=species:S:1:pos:R:3:forces:R:3
Tc -0.745416 -0.328202 -0.144596 -1.7521 -2.8532 0.0765
P -0.212050 0.418348 -2.166157 0.6134 1.0716 -3.8169
C -1.541065 1.633336 -2.572315 -0.2689 -0.4151 0.5855
C -2.381006 1.947950 -1.351697 -0.7000 0.5005 -0.4614
N -2.202929 1.234962 -0.217756 1.0563 -0.1646 0.2936
C -2.951707 1.478619 0.892809 -0.5424 0.0832 -0.0573
C -4.045680 2.338186 0.826559 0.5517 -0.4384 0.2981
C -4.261116 3.051659 -0.348185 -0.2847 0.1778 -0.2677
C -3.395585 2.898805 -1.427557 0.4685 -0.1850 -0.1714
C -2.557149 0.732012 2.147845 -0.1786 -0.5307 -0.3702
P -0.771174 0.220710 2.018963 -0.3235 2.2677 3.8734
H -3.465928 3.476179 -2.357839 -0.2837 -0.1885 0.5387
H -4.690114 2.413713 1.703894 0.1344 0.2229 -0.3453
H -5.118809 3.717968 -0.441851 0.2441 -0.0773 0.1235
H -2.704571 1.335279 3.049975 0.0636 -0.0464 -0.1540
H -3.162267 -0.178310 2.280147 0.0156 0.1912 -0.1159
H -1.102935 2.521546 -3.017787 0.0193 0.2609 0.0498
H -2.183714 1.175386 -3.351457 0.2927 0.2061 0.4005
H 0.249069 5.996424 -0.270781 0.0032 0.0864 0.1391
O 0.625700 6.682309 -0.828571 -0.0091 -0.4167 -0.3936
H 0.828929 6.228695 -1.661446 0.0229 0.3572 0.2529
H 3.787360 1.530890 0.869057 0.2977 -0.1116 0.0338
O 3.621126 2.475024 0.866935 0.0679 0.1822 0.3921
H 4.323104 2.849177 1.435034 -0.4444 -0.1550 -0.4423
C 0.072942 1.632641 2.803524 0.4285 0.1552 -0.4789
H -0.537176 2.063206 3.611565 0.1295 -0.2932 -0.2634
H 1.025817 1.272950 3.211072 -0.1509 0.2147 -0.1169
H 0.278854 2.402512 2.050660 0.0312 -0.0199 0.2690
C -0.465255 -1.128737 3.185368 0.1696 -0.4527 -0.5643
H 0.617279 -1.143538 3.359127 -0.2073 -0.1099 0.0664
H -0.999144 -0.983867 4.131705 0.0389 0.1103 -0.2082
H -0.763002 -2.070283 2.717322 -0.0043 -0.0779 0.3122
C -0.412118 -0.716391 -3.586997 0.1754 -0.5537 0.5805
H -0.301805 -0.184929 -4.541853 0.0326 0.0218 0.3117
H 0.368648 -1.481108 -3.488497 -0.2245 0.0264 -0.2741
H -1.405413 -1.182158 -3.541372 0.2554 0.0292 -0.0804
C 1.415960 1.155096 -2.418840 0.2313 -0.0241 0.6245
H 2.127514 0.319454 -2.393775 -0.0111 0.2447 -0.0464
H 1.497569 1.676755 -3.376587 -0.1660 -0.0994 0.0766
H 1.654941 1.842190 -1.597802 0.0864 -0.0391 -0.1966
Cl 1.943618 -2.376832 -0.259912 -0.2158 -0.1350 0.0223
C 0.452325 -3.213047 -0.461098 0.2508 -1.6330 -0.3178
C -0.711667 -2.450697 -0.414683 0.1230 1.5956 -0.5009
C -1.948484 -3.037543 -0.629369 -0.2098 -1.5271 -0.3011
Cl -3.295062 -1.944218 -0.605482 -0.0129 -0.2945 -0.0107
C -2.063022 -4.417211 -0.885494 -1.8816 1.4834 0.1180
Cl -3.603938 -5.102577 -1.171779 0.7942 0.2111 0.1377
C -0.883282 -5.206531 -0.913582 0.2925 -1.5689 -0.2561
Cl -0.982619 -6.872284 -1.223705 0.0554 1.3361 0.2601
C 0.385915 -4.601314 -0.698523 1.5390 1.1932 0.3975
Cl 1.828170 -5.514829 -0.739634 -0.6136 0.1814 -0.0220
```
Positions in Å, forces in eV/Å.

Results
HOMO energy (spin up / spin down)	-17.12 / -17.12	eV
spin multiplicity	4
charge	+3
expectation value of S²	3.94
calculated total energy	-106945.981	eV
Kohn-Sham gap (spin up / spin down)	0.1879 / 0.1390	Eh
relative energy (zero: lowest compared OMol25 entry of this formula, charge and spin)	0.0	kJ/mol